# 1
Molecular formula: C14H29O13V
Method: DFT, the ωB97M-V functional and the def2-TZVPD basis

Energy relative to the best compared isomer or geometry (same formula, charge and spin) ... 0.0 kJ/mol
HOMO (alpha / beta) ... -10.43 / -11.07 eV
2S+1 ... 4
Total charge ... +1
Frontier orbital gap (alpha / beta) ... 7.661 / 8.286 eV

Last column: natural (NBO) charge in e.
Positions of all 57 atoms, in Å:
V  0.147  -0.310  -0.290  1.414
C  -0.373  3.308  2.051  -0.626
C  0.453  2.836  0.866  -0.031
O  0.368  1.493  0.637  -0.975
H  0.128  3.076  2.990  0.200
H  -1.348  2.801  2.053  0.187
H  -0.598  4.372  1.975  0.217
H  1.506  3.110  1.126  0.127
H  0.248  3.458  -0.024  0.131
C  -3.096  1.842  -0.434  -0.266
O  -3.295  1.370  -1.768  -0.456
C  -2.345  0.661  -2.320  1.035
O  -1.262  0.429  -1.812  -0.732
O  -2.697  0.286  -3.525  -0.462
C  -1.858  -0.666  -4.205  -0.255
H  -2.362  1.233  0.086  0.212
H  -4.059  1.739  0.064  0.204
H  -2.808  2.889  -0.425  0.209
H  -2.334  -0.823  -5.165  0.223
H  -1.840  -1.612  -3.666  0.186
H  -0.865  -0.237  -4.322  0.196
C  2.595  2.453  -1.768  -0.259
O  2.791  1.580  -2.890  -0.456
C  2.370  0.356  -2.738  1.033
O  1.988  -0.122  -1.678  -0.732
O  2.457  -0.288  -3.875  -0.464
C  2.021  -1.645  -3.935  -0.257
H  1.549  2.453  -1.455  0.206
H  2.830  3.449  -2.119  0.215
H  3.178  2.097  -0.923  0.198
H  2.876  -2.316  -3.979  0.209
H  1.490  -1.758  -4.879  0.204
H  1.366  -1.888  -3.103  0.186
C  3.043  0.467  2.213  -0.278
O  2.802  -0.839  2.743  -0.457
C  2.070  -1.649  2.027  1.037
O  1.606  -1.370  0.941  -0.733
O  1.880  -2.778  2.658  -0.457
C  1.127  -3.769  1.961  -0.253
H  3.584  0.390  1.267  0.193
H  3.651  0.994  2.937  0.213
H  2.122  1.018  2.013  0.229
H  1.178  -4.689  2.529  0.223
H  1.547  -3.934  0.968  0.197
H  0.083  -3.467  1.856  0.175
C  -0.788  -0.087  3.684  -0.252
O  -1.648  -1.201  3.367  -0.460
C  -1.956  -1.384  2.114  1.033
O  -1.413  -0.827  1.167  -0.735
O  -2.936  -2.226  2.009  -0.455
C  -3.294  -2.635  0.675  -0.257
H  0.164  -0.195  3.165  0.184
H  -0.627  -0.151  4.752  0.218
H  -1.225  0.856  3.372  0.211
H  -2.473  -3.152  0.182  0.187
H  -3.531  -1.759  0.064  0.193
H  -4.185  -3.236  0.787  0.225

# 2
Molecular formula: C14H30B2F6O14S2Zr
Method: DFT, the ωB97M-V functional and the def2-TZVPD basis

HOMO ... -8.81 eV
Total charge ... 0
Frontier orbital gap ... 8.356 eV

Last column: natural (NBO) charge in e.
Positions of all 69 atoms, in Å:
Zr  1.585  0.181  0.887  2.059
B  1.454  1.864  2.359  -0.656
H  1.394  2.597  3.148  0.060
H  1.299  0.866  2.737  0.007
H  0.646  2.035  1.664  0.063
H  2.394  1.728  1.846  0.005
B  0.305  -0.362  -0.809  -0.784
H  -0.219  -0.566  -1.730  0.034
H  1.258  0.024  -1.137  0.051
H  -0.185  0.418  -0.249  0.055
H  0.418  -1.249  -0.205  0.070
O  3.635  -0.365  0.290  -0.826
C  4.149  -1.542  0.898  -0.078
C  3.110  -2.315  1.842  -0.088
O  1.766  -1.786  1.842  -0.838
H  5.025  -1.272  1.488  0.158
H  4.512  -2.180  0.093  0.159
H  3.433  -2.417  2.878  0.163
H  3.101  -3.327  1.437  0.158
C  1.120  2.053  -3.957  -0.655
C  0.268  2.840  -2.961  -0.069
O  1.077  3.683  -2.134  -0.479
C  1.919  3.348  -1.080  0.772
O  1.951  2.200  -0.540  -0.593
C  2.701  4.581  -0.534  0.910
F  2.586  5.717  -1.217  -0.293
F  2.365  4.843  0.740  -0.292
F  3.967  4.223  -0.631  -0.294
H  1.779  1.299  -3.525  0.227
H  1.787  2.702  -4.524  0.218
H  0.584  1.582  -4.781  0.228
H  -0.264  2.072  -2.399  0.206
H  -0.417  3.533  -3.449  0.211
C  -2.435  1.569  5.194  -0.620
C  -1.418  1.112  4.198  -0.090
O  -1.894  -0.163  3.770  -0.444
C  -1.507  -0.698  2.629  0.763
O  -0.574  -0.197  1.918  -0.609
C  -1.993  -2.142  2.333  0.912
F  -2.330  -2.277  1.100  -0.300
F  -0.960  -2.941  2.543  -0.281
F  -3.035  -2.574  3.047  -0.302
H  -3.467  1.510  4.848  0.221
H  -2.203  2.584  5.516  0.225
H  -2.265  0.929  6.059  0.213
H  -0.517  0.971  4.795  0.205
H  -1.219  1.878  3.448  0.220
C  0.476  -3.646  -2.111  -0.107
C  -1.073  -3.462  -2.098  -0.106
O  -1.652  -4.482  -2.865  -0.669
S  -0.613  -5.713  -2.969  2.461
O  -0.768  -6.404  -4.261  -0.834
O  -0.404  -6.384  -1.666  -0.875
O  0.634  -4.662  -3.078  -0.683
H  0.828  -4.005  -1.144  0.208
H  0.938  -2.699  -2.393  0.218
H  -1.386  -2.440  -2.311  0.195
H  -1.410  -3.569  -1.067  0.191
C  -2.745  0.660  -2.435  -0.099
C  -3.150  -0.059  -1.123  -0.106
O  -2.560  0.642  -0.064  -0.680
S  -2.403  2.235  -0.374  2.459
O  -1.057  2.762  -0.003  -0.867
O  -3.548  2.910  0.197  -0.866
O  -2.535  2.058  -2.054  -0.681
H  -3.586  0.630  -3.128  0.215
H  -1.868  0.156  -2.840  0.211
H  -2.611  -1.006  -1.083  0.218
H  -4.196  -0.093  -0.817  0.209

# 3
Molecular formula: C14H30BLuN2O4
Method: DFT, the ωB97M-V functional and the def2-TZVPD basis

HOMO ... -13.15 eV
Total charge ... +2
Frontier orbital gap ... 2.324 eV

Last column: Mulliken charge in e.
Positions of all 52 atoms, in Å:
C  7.840  -1.340  0.711  -0.740
O  6.830  -0.842  -0.157  -0.351
C  5.732  -0.267  0.496  -0.667
C  4.707  0.135  -0.553  -0.463
C  3.340  0.406  0.086  -0.910
C  2.451  1.382  -0.701  -0.070
C  1.572  2.265  0.199  -1.006
C  0.224  2.614  -0.437  -0.923
C  -0.778  1.451  -0.338  0.580
C  -2.256  1.864  -0.231  -0.474
C  -3.148  0.986  0.629  -0.354
O  -4.468  1.270  0.389  -0.835
B  -5.186  0.420  1.416  0.880
N  -6.598  0.126  1.114  -0.546
O  -4.213  -0.809  1.471  -0.693
C  -3.148  -0.560  0.738  0.201
N  -3.367  -1.285  -0.706  0.201
C  -4.365  -2.406  -0.585  -0.986
C  -2.237  -1.751  -1.237  0.631
C  -1.396  -2.884  -0.834  -1.043
O  -1.855  -1.047  -2.289  -0.553
H  7.658  -1.047  1.749  0.356
H  8.804  -0.932  0.405  0.256
H  7.864  -2.432  0.662  0.250
H  6.025  0.617  1.082  0.368
H  5.272  -0.988  1.192  0.397
H  5.044  1.029  -1.084  0.287
H  4.634  -0.682  -1.278  0.258
H  3.518  0.840  1.079  0.421
H  2.814  -0.539  0.258  0.279
H  3.068  2.000  -1.358  0.456
H  1.775  0.793  -1.344  -0.016
H  1.384  1.716  1.130  0.447
H  2.097  3.178  0.485  0.472
H  0.392  2.895  -1.487  0.263
H  -0.208  3.477  0.076  0.464
H  -0.614  0.749  -1.209  -0.369
H  -0.536  0.858  0.552  0.229
H  -2.702  2.007  -1.252  0.150
H  -2.319  2.866  0.200  0.391
H  -2.887  1.270  1.674  0.357
H  -5.113  1.053  2.462  -0.168
H  -6.745  -0.701  0.542  0.203
H  -7.156  -0.030  1.943  0.259
H  -2.231  -0.973  1.185  0.315
H  -4.173  -3.036  0.282  0.427
H  -4.321  -3.010  -1.494  0.462
H  -5.342  -1.935  -0.514  0.102
H  -1.949  -3.602  -0.230  0.367
H  -0.579  -2.478  -0.215  0.323
H  -0.962  -3.383  -1.702  0.426
Lu  -2.196  0.691  -2.975  1.692